Entry 1:
{
  "formula": "CH4IPS",
  "method": "the ωB97M-V functional and the def2-TZVPD basis",
  "e_homo_ev": [-8.46, -9.65],
  "lumo_ev": [-2.3, -1.6],
  "charge": 0,
  "relative_energy_kj_mol": 295.3,
  "gap_ev": [6.1, 8.1],
  "elements": ["C", "P", "S", "I", "H", "H", "H", "H"],
  "xyz": [[-0.635162, 1.122480, -0.048054], [0.429482, 0.382204, 1.291034], [-0.374010, -2.778092, -0.106185], [2.523530, 0.288702, -0.034181], [-0.349128, 2.159412, -0.349231], [-1.665350, 1.330321, 0.466586], [-0.720414, 0.603057, -1.057725], [0.791050, -3.108086, -0.162245]],
  "forces_ev_per_angstrom": [[-1.6306, 1.0960, -0.0927], [0.1794, -0.2007, -1.6439], [-4.6222, 1.7074, 0.4320], [-0.4538, 0.0173, 0.4591], [0.3601, -0.6353, 0.5106], [1.5197, -0.8367, -1.1071], [-0.0342, 0.1032, 1.6392], [4.6816, -1.2512, -0.1971]]
}


Entry 2:
{
  "formula": "C19H29",
  "method": "the ωB97M-V functional and the def2-TZVPD basis",
  "e_homo_ev": -11.05,
  "lumo_ev": -5.8,
  "charge": 1,
  "relative_energy_kj_mol": 241.3,
  "gap_ev": 5.3,
  "elements": ["C", "C", "H", "C", "C", "C", "C", "C", "C", "H", "H", "H", "H", "H", "H", "H", "H", "H", "H", "H", "H", "H", "C", "C", "C", "C", "C", "C", "C", "C", "C", "C", "C", "H", "H", "H", "H", "H", "H", "H", "H", "H", "H", "H", "H", "H", "H", "H"],
  "xyz": [[2.832258, -0.286711, 3.803535], [3.295699, 0.660033, 4.862533], [2.802777, 2.320245, 4.363273], [4.718412, 0.603433, 5.106491], [5.778511, 1.243602, 4.551208], [7.147879, 0.928603, 5.022594], [2.419349, 0.627600, 5.993635], [2.897791, 0.761687, 7.258694], [2.069916, 0.510180, 8.467253], [3.009330, -1.295413, 4.219828], [1.762020, -0.141283, 3.600385], [3.407269, -0.161060, 2.878930], [4.984463, -0.210290, 5.788009], [5.725520, 1.958667, 3.738842], [7.890494, 1.465633, 4.424769], [7.306385, 1.182803, 6.076438], [7.334375, -0.145182, 4.917332], [1.330229, 0.651304, 5.849920], [3.929238, 1.076549, 7.429087], [2.503066, 1.080030, 9.308181], [1.021174, 0.819489, 8.285795], [2.077132, -0.563897, 8.734053], [3.893129, 4.081703, 4.659198], [2.843460, 3.279639, 3.887379], [1.462000, 3.912111, 3.852204], [0.900630, 4.449277, 2.661810], [1.727862, 4.782917, 1.438957], [-0.448315, 4.789177, 2.608889], [-1.279996, 4.710282, 3.739934], [-2.744167, 4.983957, 3.642454], [-0.649791, 4.406733, 4.953889], [0.704128, 4.076568, 5.033159], [1.323864, 3.873849, 6.394309], [4.818223, 4.089013, 4.083838], [3.541806, 5.081336, 4.944043], [4.096440, 3.559503, 5.595258], [3.162380, 3.182644, 2.845887], [1.076945, 4.908881, 0.552207], [2.248995, 5.751674, 1.577939], [2.492888, 4.031139, 1.188798], [-0.860232, 5.190388, 1.698332], [-3.231038, 4.873202, 4.622003], [-2.954942, 6.001954, 3.285022], [-3.231974, 4.297745, 2.932323], [-1.192391, 4.470002, 5.889762], [0.514413, 3.910545, 7.143165], [1.820916, 2.887136, 6.503807], [2.089672, 4.632973, 6.664605]],
  "forces_ev_per_angstrom": [[-0.5300, 1.2820, -1.4049], [-0.5887, -3.0169, 1.3250], [-0.2961, -1.3795, 0.2473], [2.2082, 1.0850, -0.7233], [-1.3025, -0.8542, 0.3944], [0.7974, -0.1194, -0.1197], [-0.1826, 1.6238, 0.4188], [-0.2233, -0.0617, 0.0420], [-0.0960, 0.5576, 0.1682], [-0.0392, 0.4195, -0.1721], [0.2538, -0.3067, 0.0202], [-0.1113, -0.2412, 0.1667], [-0.1746, 0.4239, 0.2340], [-0.5284, 0.1945, 0.2051], [-0.0563, -0.1700, 0.2104], [-0.0930, 0.0408, -0.1994], [0.0922, 0.0908, 0.0404], [0.4757, -0.7065, -0.1594], [-0.0821, -0.4020, -0.1827], [-0.3936, -0.3645, -0.2209], [0.4967, -0.2628, 0.1763], [0.0573, 0.4254, -0.1270], [0.0652, -0.2996, 0.3444], [-0.2769, 2.6883, -1.1202], [-0.6556, 0.4702, 0.1550], [0.2437, -0.3370, -0.1129], [0.1257, 0.0081, -0.4741], [-0.1537, 0.0411, 1.1169], [1.0345, -0.1655, -0.0835], [-0.5992, 0.1149, 0.1116], [0.1266, 0.2959, -0.2436], [0.2215, -0.5307, -0.5365], [0.0119, -0.3953, 0.6567], [0.0391, 0.4559, 0.1956], [0.2707, -0.1848, -0.4336], [0.2298, 0.1182, 0.1476], [0.0287, -0.4597, 0.2787], [0.3555, -0.1426, 0.4712], [-0.1961, -0.4940, 0.0398], [-0.2773, 0.2522, 0.0486], [-0.0482, -0.0406, -0.2867], [0.1109, 0.0033, -0.3242], [0.1525, -0.2184, 0.0786], [0.1763, 0.1601, 0.2584], [-0.2084, -0.0189, -0.0719], [0.4658, 0.0378, -0.1239], [-0.3211, 0.7041, -0.1591], [-0.6053, -0.3212, -0.2720]]
}